# C11H9F6N3PtSbSe3Te

A molecular structure, C11H9F6N3PtSbSe3Te at a distorted geometry (ωB97M-V/def2-TZVPD, OMol25).

```
35
Properties=species:S:1:pos:R:3:lowdin_spin:R:1
Pt -0.42252 0.83963 0.84823 0.19
Se -0.64023 0.15309 3.07173 0.52
Se 0.57223 1.79740 4.07388 0.19
Te 1.54428 2.13606 1.64130 0.00
Se 0.01440 3.53870 0.49511 0.08
F 1.47203 -0.34467 -0.62206 0.01
Sb 3.34542 -0.59816 -0.27597 0.00
F 3.10370 -2.45047 -0.12749 0.00
F 2.92957 -0.38492 1.58152 0.00
F 5.17293 -0.68671 0.12165 0.00
F 3.41070 1.31750 -0.34243 0.00
F 3.65927 -0.71679 -2.11903 0.00
C -4.28268 0.71623 -1.11888 0.00
C -2.99608 0.99996 -0.71782 0.00
N -2.34177 0.21804 0.15876 0.01
C -2.94430 -0.87162 0.62760 0.00
C -4.22771 -1.24590 0.25632 0.00
C -4.91094 -0.41362 -0.61627 0.00
C -4.85364 -2.46258 0.81258 0.00
C -4.36014 -3.69998 0.84875 0.00
C -3.10049 -4.21744 0.27709 0.00
C -2.70612 -5.51696 0.56666 0.00
C -1.53352 -5.96680 -0.01593 0.00
N -0.80218 -5.20711 -0.82350 0.00
C -1.26392 -3.97779 -1.03602 0.00
N -2.37126 -3.44388 -0.53394 0.00
H -4.77974 1.37300 -1.81845 0.00
H -2.46038 1.86638 -1.07611 0.00
H -2.37560 -1.48017 1.31709 0.00
H -5.92227 -0.65825 -0.91730 0.00
H -5.83973 -2.31404 1.24166 0.00
H -4.96853 -4.45512 1.33467 0.00
H -3.29012 -6.15238 1.21853 0.00
H -1.16794 -6.97073 0.17011 0.00
H -0.67233 -3.34320 -1.68655 0.00
```

Values from the calculation:
- E (Eh) = -9020.0635
- spin multiplicity = 2
- HOMO (alpha / beta) (eV) = -8.7 / -8.6
- Kohn-Sham gap (alpha / beta) (eV) = 7.08 / 5.76

---

# C11H9IO3

C11H9IO3 in the gas phase at a distorted geometry (ωB97M-V/def2-TZVPD, OMol25).

```
24
Properties=species:S:1:pos:R:3:lowdin_charge:R:1
C -2.28520 -0.64476 -2.34429 -0.08
C -2.54645 0.03431 -1.16315 -0.07
C -1.01013 -0.61245 -2.88670 -0.08
C -1.53468 0.71010 -0.50870 -0.01
C 0.00595 0.07743 -2.25748 -0.06
C -0.24335 0.72379 -1.04288 -0.18
C 1.08618 -0.37376 1.86047 -0.35
C 1.40241 -0.69087 0.62194 -0.57
C 0.71960 1.04193 2.07712 -0.41
C 0.86340 1.30569 -0.30397 -0.33
C 1.07147 -1.23483 3.08606 -0.05
O 0.46415 1.55078 3.12720 0.15
O 0.68701 1.83165 0.93508 0.09
O 1.91294 1.78708 -0.98048 0.13
I 1.82867 -2.43708 -0.35401 0.89
H -3.06537 -1.20569 -2.83739 0.10
H -3.54199 0.03642 -0.74728 0.11
H -0.79567 -1.14992 -3.79626 0.11
H -1.73562 1.23496 0.41368 0.12
H 0.99940 0.09623 -2.67687 0.11
H 0.61649 -0.68461 3.90489 0.08
H 2.08578 -1.51686 3.36426 0.09
H 0.50817 -2.14375 2.89275 0.08
H 2.50686 2.26420 -0.38399 0.15
```

Values from the calculation:
- E (Eh) = -947.9104
- HOMO (alpha / beta) (eV) = -8.0 / -8.0
- Kohn-Sham gap (alpha / beta) (eV) = 7.93 / 7.93

---

# C11H9NOS

C11H9NOS in the gas phase at a distorted geometry (ωB97M-V/def2-TZVPD, OMol25).

```
23
Properties=species:S:1:pos:R:3:lowdin_charge:R:1
H -3.15775 1.76213 -1.42700 0.07
N -2.92131 0.79825 -1.20567 0.18
C -1.88363 0.62815 -0.51682 -0.40
C -1.47029 -0.73628 -0.15432 -0.64
S -2.59714 -1.84040 0.28052 0.82
C -0.04794 -1.01295 -0.17220 -0.20
C 0.42751 -2.31974 -0.03455 -0.04
C 1.77926 -2.58992 -0.09880 -0.06
C 2.68960 -1.56262 -0.31348 -0.05
C 2.23906 -0.26354 -0.45342 0.00
C 0.88060 0.02683 -0.37997 -0.09
C 0.44322 1.43008 -0.52056 -0.32
O 1.13776 2.29637 -0.99832 0.12
C -0.95684 1.70902 -0.00654 -0.22
C -0.94829 1.72553 1.52831 -0.02
H -0.28834 -3.11379 0.11652 0.08
H 2.12839 -3.60545 0.01126 0.11
H 3.74546 -1.77813 -0.37365 0.11
H 2.92590 0.55292 -0.61982 0.12
H -1.27880 2.68986 -0.37543 0.15
H -0.59380 0.77788 1.92826 0.09
H -1.95486 1.90460 1.90112 0.09
H -0.29779 2.52118 1.88454 0.09
```

Values from the calculation:
- E (Eh) = -952.7367
- structure (SMILES) = [H]/N=C1/C(=S)c2ccccc2C(=O)[C@@H]1C
- HOMO (eV) = -8.9
- Kohn-Sham gap (eV) = 7.51

---

# C12H10BeClF5

A molecular structure, C12H10BeClF5 at a distorted geometry (ωB97M-V/def2-TZVPD, OMol25).

```
29
Properties=species:S:1:pos:R:3:lowdin_charge:R:1
C 2.71109 -0.10951 0.77573 -0.32
C 2.31614 -0.16150 -0.62598 -0.19
C 1.60952 -1.34715 -0.83584 -0.13
H 2.57676 0.56614 -1.39692 0.08
C 1.53572 -2.06077 0.39774 -0.15
C 2.22857 -1.33327 1.38526 -0.18
H 2.42384 -1.63817 2.40954 0.08
H 3.50157 0.51702 1.18580 0.09
H 1.24759 -1.73290 -1.78344 0.08
H 1.10017 -3.04464 0.52995 0.07
Be 1.20652 0.86853 1.16810 -0.07
Cl 1.38006 2.58525 0.50219 0.23
C -2.25480 0.92034 -1.60945 -0.23
C -2.53340 -0.47235 -1.43828 -0.22
C -1.69614 -1.19894 -2.34249 -0.24
H -3.24087 -0.90530 -0.72294 0.05
C -0.95509 -0.25168 -3.11265 -0.25
C -1.27683 1.05272 -2.64188 -0.22
H -0.86152 1.98809 -2.99663 0.04
H -2.72467 1.73385 -1.06038 0.05
H -1.65651 -2.28191 -2.43810 0.04
H -0.24511 -0.49129 -3.89521 0.04
F 0.70516 0.75356 3.58604 -0.01
C -0.07448 0.50351 2.46653 -0.38
F -0.49097 -0.80351 2.56005 0.02
C -1.32011 1.38893 2.48550 -0.56
F -2.02229 1.24487 3.64633 0.09
F -1.05836 2.70741 2.33838 0.09
F -2.13155 1.00266 1.46306 0.12
```

Values from the calculation:
- E (Eh) = -1437.5756
- HOMO (eV) = 0.2
- Kohn-Sham gap (eV) = 5.13
- total charge = -2

---

# C12H10BrN5O3S

A molecular structure, C12H10BrN5O3S at a distorted geometry (ωB97M-V/def2-TZVPD, OMol25).

```
32
Properties=species:S:1:pos:R:3:lowdin_charge:R:1
O -1.75737 -1.07900 -2.20769 0.09
O 3.31042 -0.74874 -1.28861 -0.32
O 2.03285 -0.27073 -3.34454 -0.33
Br -0.58936 4.77262 1.36038 0.76
N -3.69041 -0.76444 0.04482 0.12
N -2.73411 -0.90926 2.18362 0.17
C -1.53485 -1.31566 -1.04160 -0.33
C -3.87064 -0.69036 1.36221 -0.13
C -1.92391 -1.12418 1.25008 -0.42
C -0.11281 -1.69109 -0.71389 -0.16
C 0.30529 -1.77929 0.64314 -0.13
C 1.12306 2.50197 0.98721 -0.13
C -0.18449 3.02875 -0.98448 -0.11
C 1.78098 1.50239 0.33127 -0.08
C 0.45018 1.99841 -1.70388 -0.03
C 0.11580 3.33066 0.37248 -0.67
C 1.36922 1.12817 -0.99645 -0.18
N -0.67460 -1.42651 1.62107 0.15
N -2.42446 -1.02016 -0.02288 0.00
N 0.92155 -1.73146 -1.69432 -0.07
C 1.70038 -2.15432 1.18905 0.00
S 2.01547 -0.44224 -1.88267 0.72
H -4.90125 -0.57812 1.74410 0.12
H 1.39542 2.70332 2.01399 0.10
H -0.85883 3.81021 -1.34218 0.10
H 2.49723 0.91637 0.86213 0.09
H 0.16146 1.78415 -2.77659 0.14
H -0.56702 -1.25676 2.60851 0.16
H 0.61716 -1.86290 -2.68354 0.13
H 2.30145 -2.84499 0.58069 0.10
H 2.25985 -1.26151 1.32869 0.05
H 1.46633 -2.52531 2.19990 0.09
```

Values from the calculation:
- E (Eh) = -3934.9133
- HOMO (eV) = -9.0
- Kohn-Sham gap (eV) = 8.75

---

# C12H10Cl3F9N2NiO3Se3

A molecular structure, C12H10Cl3F9N2NiO3Se3 at a distorted geometry (ωB97M-V/def2-TZVPD, OMol25).

```
43
Properties=species:S:1:pos:R:3:lowdin_spin:R:1
Ni -1.73425 0.55068 0.90788 0.98
O 1.70693 -2.60486 -1.57584 0.00
C 2.34084 -1.48431 -0.95878 0.00
C 2.59657 -1.65612 0.55366 0.00
C 3.58631 -2.81728 0.75780 0.00
O 3.10238 -4.07307 0.31913 0.00
C 3.23533 -0.37914 1.10896 0.00
Se 1.94027 1.10931 0.88637 0.00
C 1.30039 -1.93613 1.31588 0.00
Se 0.38780 -0.25616 1.94001 0.01
H 0.76820 -2.58072 -1.35994 0.00
H 1.76561 -0.57454 -1.13469 0.00
H 3.30490 -1.36966 -1.46381 0.00
H 3.82332 -2.92161 1.82084 0.00
H 4.51964 -2.56866 0.22718 0.00
H 2.63479 -3.91030 -0.51439 0.00
H 4.15097 -0.12029 0.57170 0.00
H 3.46445 -0.50909 2.16835 0.00
H 1.51003 -2.49973 2.22360 0.00
H 0.57313 -2.49493 0.73030 0.00
F -2.47394 4.34047 -1.75069 0.00
C -2.20966 3.48173 -0.73004 0.00
F -3.09531 2.48060 -0.83907 0.00
F -2.45011 4.14373 0.39128 0.00
C -0.74820 2.90805 -0.76553 0.00
O -0.45534 2.25696 0.36882 0.01
C 0.23013 4.09232 -1.03432 0.00
F 1.50078 3.75495 -0.77215 0.00
F -0.05525 5.16911 -0.28660 0.00
F 0.20551 4.50763 -2.32741 0.00
C -0.66385 1.95297 -2.03700 0.00
F -1.07172 0.71459 -1.72448 0.01
F 0.60283 1.82615 -2.48495 0.00
F -1.40025 2.34024 -3.09525 0.00
Se -4.60758 3.49371 3.55114 0.00
C -3.57602 2.31707 2.74448 0.00
N -2.88713 1.52665 2.24087 0.01
Cl -5.36822 -2.93611 -0.89796 0.04
C -3.75827 -3.18534 -0.30965 0.38
Cl -4.24773 -4.51469 1.73596 0.32
Cl -2.84091 -4.37350 -1.17788 0.04
C -3.08195 -2.05861 0.11672 0.05
N -2.52542 -1.14203 0.55953 0.15
```

Values from the calculation:
- E (Eh) = -11790.5907
- spin multiplicity = 3
- HOMO (alpha / beta) (eV) = -2.2 / -2.0
- Kohn-Sham gap (alpha / beta) (eV) = 6.11 / 5.90
- total charge = -2